Record 1
DFT (ωB97M-V/def2-TZVPD) results for a structure of composition C29H44Br4GeN4O3STi at a distorted geometry.

## Properties
Highest occupied orbital energy (spin up / spin down) in eV: 0.3 / -2.4
<S²>: 2.020
Frontier orbital gap (spin up / spin down) in eV: 3.621 / 6.303
Energy relative to the best compared isomer or geometry (same formula, charge and spin) in eV: 0.449

```
! RIJCOSX wB97M-V def2-TZVPD def2/J DEFGRID3
* xyz -2 3
Ti -0.332 -1.355 0.422
Br 3.993 -5.637 3.402
C 2.412 -4.756 2.920
C 1.179 -5.375 3.060
Br 1.037 -7.078 3.854
C 0.017 -4.720 2.611
Br -1.707 -5.447 2.805
C 0.068 -3.469 2.008
O -0.976 -2.805 1.594
C 1.350 -2.831 1.868
O 1.362 -1.622 1.325
C 2.483 -3.478 2.337
Br 4.097 -2.526 2.176
C 2.188 4.813 1.132
C 1.552 3.993 0.011
C 1.776 2.487 0.144
C 0.989 1.823 1.278
N -0.452 2.023 1.286
C -1.376 1.235 0.445
S -0.667 0.554 -1.132
N -2.449 2.238 0.182
C -3.582 1.737 -0.582
C -4.420 2.857 -1.178
C -5.090 3.782 -0.154
C -4.233 4.975 0.268
H 1.982 5.882 1.026
H 3.275 4.682 1.145
H 1.816 4.505 2.113
H 1.946 4.327 -0.954
H 0.479 4.201 -0.029
H 2.842 2.302 0.342
H 1.526 1.993 -0.795
H 1.363 2.203 2.237
H 1.212 0.755 1.289
H -0.663 2.994 1.088
H -2.778 2.488 1.114
H -4.239 1.095 0.025
H -3.186 1.115 -1.385
H -5.191 2.391 -1.800
H -3.784 3.452 -1.844
H -5.360 3.192 0.730
H -6.031 4.161 -0.564
H -3.264 4.657 0.652
H -4.731 5.576 1.034
H -4.038 5.622 -0.592
C 3.664 -0.110 -1.956
C 3.694 -1.482 -2.618
N 3.048 -1.521 -3.930
C 3.789 -0.891 -5.010
C 3.032 0.277 -5.625
C 2.090 -2.469 -4.305
O 2.012 -2.804 -5.489
C 1.215 -3.023 -3.275
C 0.525 -4.285 -3.452
C -0.360 -4.657 -2.442
C -0.583 -3.870 -1.335
N 0.065 -2.630 -1.187
C 0.918 -2.282 -2.159
H 4.145 -0.150 -0.976
H 2.641 0.241 -1.813
H 4.188 0.635 -2.562
H 3.222 -2.221 -1.976
H 4.738 -1.799 -2.740
H 4.000 -1.635 -5.781
H 4.741 -0.549 -4.596
H 2.087 -0.077 -6.038
H 3.610 0.739 -6.432
H 2.811 1.038 -4.874
H 0.697 -4.880 -4.337
H -0.902 -5.595 -2.514
H -1.270 -4.143 -0.549
H 1.350 -1.298 -2.044
C -0.343 -0.401 4.098
Ge -1.956 0.083 3.112
C -2.522 1.798 3.875
C -3.341 -1.181 3.695
C -1.817 -0.028 1.192
H -0.554 -0.392 5.172
H 0.474 0.293 3.886
H -0.014 -1.404 3.821
H -2.539 1.716 4.967
H -3.533 2.054 3.537
H -1.837 2.594 3.582
H -3.618 -1.015 4.740
H -2.976 -2.205 3.579
H -4.233 -1.067 3.073
H -2.755 -0.414 0.776
*
```



Record 2
DFT (ωB97M-V/def2-TZVPD) results for a cluster of 2 separate species, C5H13Cl2O4P in total at a distorted geometry.

## Properties
Highest occupied orbital energy (spin up / spin down) in eV: -13.7 / -13.5
<S²>: 0.754
Frontier orbital gap (spin up / spin down) in eV: 10.325 / 2.675

```
! RIJCOSX wB97M-V def2-TZVPD def2/J DEFGRID3
* xyz 1 2
C -0.194 1.808 2.588
O 0.966 0.953 2.629
P 1.924 0.694 1.326
O 3.298 0.158 1.652
O 0.990 -0.325 0.351
C 0.865 -1.619 0.767
O 1.967 2.093 0.497
C 1.798 2.131 -0.807
H -0.041 2.690 3.210
H -1.101 1.406 3.039
H -0.238 2.126 1.546
H 0.870 -1.658 1.856
H 1.819 -2.057 0.476
H -0.024 -2.169 0.458
H 2.451 2.869 -1.272
H 0.771 2.356 -1.092
H 1.955 1.173 -1.304
Cl -0.413 -1.378 -2.899
C -1.652 -1.577 -1.650
C -3.021 -1.410 -2.175
Cl -3.326 -2.933 -2.986
H -1.410 -0.793 -0.933
H -1.394 -2.465 -1.074
H -3.139 -0.568 -2.858
H -3.722 -1.506 -1.346
*
```



Record 3
DFT (ωB97M-V/def2-TZVPD) results for a structure of composition C23H15Cl4NO2 at a distorted geometry.

## Properties
Highest occupied orbital energy in eV: -6.6
Frontier orbital gap in eV: 4.433

```
! RIJCOSX wB97M-V def2-TZVPD def2/J DEFGRID3
* xyz 0 1
Cl 5.949 -1.993 1.895
C 5.234 -1.786 0.327
C 6.028 -1.564 -0.785
C 5.364 -1.429 -2.017
C 3.990 -1.484 -2.084
N 3.209 -1.640 -0.961
C 1.857 -1.473 -1.046
C 0.963 -2.266 -0.139
C -0.478 -2.380 -0.546
C -1.403 -2.566 0.493
C -2.769 -2.668 0.242
C -3.239 -2.611 -1.079
C -2.332 -2.435 -2.129
C -0.958 -2.324 -1.860
O 1.360 -2.819 0.887
C 3.843 -1.831 0.232
H 7.098 -1.489 -0.685
H 5.945 -1.264 -2.931
H 3.453 -1.376 -3.043
H 1.470 -1.255 -2.039
H -1.027 -2.617 1.522
H -3.458 -2.798 1.075
H -4.307 -2.689 -1.280
H -2.690 -2.386 -3.162
H -0.251 -2.193 -2.680
H 3.226 -2.012 1.089
Cl 1.049 0.382 0.237
C 0.316 2.181 1.852
Cl 1.805 2.703 2.540
C -0.152 3.199 0.814
O 0.580 3.895 0.199
C -1.662 3.268 0.636
C -2.542 2.542 1.509
C -3.941 2.704 1.300
C -4.429 3.510 0.295
C -3.540 4.246 -0.535
C -2.168 4.117 -0.350
C -2.012 1.741 2.548
Cl -3.024 0.975 3.668
C -0.592 1.598 2.671
H -4.614 2.147 1.945
H -5.511 3.600 0.148
H -3.936 4.896 -1.316
H -1.471 4.693 -0.965
H -0.234 0.950 3.510
*
```



Record 4
DFT (ωB97M-V/def2-TZVPD) results for an isolated molecule of C4H10N2 at a distorted geometry.

## Properties
Highest occupied orbital energy in eV: -8.5
SMILES: [H]/N=C\N(C)CC
Frontier orbital gap in eV: 9.416
Energy relative to the best compared isomer or geometry (same formula, charge and spin) in eV: 1.830

```
! RIJCOSX wB97M-V def2-TZVPD def2/J DEFGRID3
* xyz 0 1
H 0.519 -1.022 2.593
N 0.690 0.093 2.462
C 0.470 0.558 1.304
N 0.169 -0.275 0.218
C 0.438 -1.705 0.340
C -0.135 0.173 -1.152
C -0.903 1.553 -1.118
H 0.540 1.723 1.091
H 1.501 -1.902 0.626
H -0.113 -2.273 1.185
H 0.335 -2.221 -0.636
H 0.801 0.230 -1.780
H -0.835 -0.577 -1.667
H -1.864 1.496 -0.468
H -0.293 2.493 -0.926
H -1.321 1.658 -2.072
*
```